{
  "formula": "C7H7N2O2",
  "method": "ωB97M-V/def2-TZVPD",
  "lumo_ev": [3.7, 3.7],
  "e_above_lowest_kcal_mol": 108.59,
  "multiplicity": 1,
  "fmax_ha_per_bohr": 0.08653,
  "e_homo_ev": [-2.58, -2.83],
  "charge": -1,
  "homo_lumo_gap_ev": [6.2685, 6.5089],
  "species": ["C", "C", "C", "C", "C", "C", "C", "N", "N", "O", "O", "H", "H", "H", "H", "H", "H", "H"],
  "xyz": [[-0.602, 1.460, 0.601], [0.688, 1.187, 0.796], [-1.616, 0.596, -0.009], [1.197, -1.163, 0.984], [-3.016, 0.847, 0.169], [-1.315, -0.678, -0.420], [1.935, 0.019, -1.074], [-2.124, -1.539, -0.749], [1.260, -0.057, 0.208], [1.926, -2.152, 0.840], [-4.083, 0.331, -0.027], [-0.996, 2.348, 1.075], [1.427, 1.940, 1.014], [0.910, -0.874, 1.942], [2.848, -0.510, -1.144], [1.311, -0.348, -1.828], [2.065, 1.093, -1.278], [-1.814, -2.501, -1.100]],
  "nbo_charge": [-0.1140, -0.1843, -0.5445, 0.5395, 0.4541, 0.2185, -0.4045, -0.7373, -0.4332, -0.6724, -0.5640, 0.2003, 0.1778, 0.1205, 0.2006, 0.2001, 0.1952, 0.3476]
}



{
  "formula": "C5H10BNO",
  "method": "ωB97M-V/def2-TZVPD",
  "lumo_ev": 0.8,
  "e_above_lowest_kcal_mol": 18.84,
  "multiplicity": 1,
  "fmax_ha_per_bohr": 0.08026,
  "e_homo_ev": -8.61,
  "smiles": "C=CB1OCCN1C",
  "homo_lumo_gap_ev": 9.4004,
  "species": ["C", "C", "B", "O", "C", "C", "N", "C", "H", "H", "H", "H", "H", "H", "H", "H", "H", "H"],
  "xyz": [[-3.182, 0.024, -0.301], [-2.009, -0.442, 0.066], [-0.574, 0.222, 0.134], [-0.334, 1.557, 0.222], [1.070, 1.893, 0.067], [1.757, 0.549, -0.163], [0.704, -0.450, -0.007], [1.097, -1.784, 0.147], [-4.089, -0.510, -0.113], [-3.344, 1.155, -0.448], [-2.117, -1.501, 0.139], [1.410, 2.256, 1.028], [1.069, 2.629, -0.793], [2.216, 0.507, -1.193], [2.554, 0.293, 0.538], [1.513, -2.288, -0.802], [2.026, -1.712, 0.816], [0.232, -2.400, 0.664]],
  "nbo_charge": [-0.3173, -0.5154, 0.9732, -0.6827, -0.0730, -0.2303, -0.6586, -0.3856, 0.1891, 0.1836, 0.2028, 0.1856, 0.1971, 0.1789, 0.1829, 0.1811, 0.1749, 0.2136]
}



{
  "formula": "C4H7NO2",
  "method": "ωB97M-V/def2-TZVPD",
  "lumo_ev": 0.5,
  "e_above_lowest_kcal_mol": 76.16,
  "multiplicity": 1,
  "fmax_ha_per_bohr": 0.01372,
  "e_homo_ev": -9.90,
  "smiles": "O=C[C@@H]1NCC1=O.[H][H]",
  "homo_lumo_gap_ev": 10.3773,
  "species": ["O", "C", "C", "N", "C", "C", "O", "H", "H", "H", "H", "H", "H", "H"],
  "xyz": [[-0.545, 2.093, 0.153], [0.292, 1.460, -0.446], [0.087, -0.004, -0.804], [-1.332, -0.387, -0.857], [-1.269, -1.166, 0.399], [0.240, -1.028, 0.367], [1.155, -1.556, 0.924], [1.225, 1.936, -0.800], [0.679, -0.260, -1.692], [-1.922, 0.434, -0.763], [-1.705, -0.672, 1.277], [-1.644, -2.192, 0.329], [2.200, 0.771, 1.272], [2.537, 0.570, 0.643]],
  "nbo_charge": [-0.5249, 0.4300, -0.2880, -0.5913, -0.3417, 0.6235, -0.4855, 0.1324, 0.2230, 0.3772, 0.2204, 0.2193, 0.0101, -0.0043]
}



{
  "formula": "C5H7NO",
  "method": "ωB97M-V/def2-TZVPD",
  "lumo_ev": 0.8,
  "e_above_lowest_kcal_mol": 102.23,
  "multiplicity": 1,
  "fmax_ha_per_bohr": 0.06559,
  "e_homo_ev": -10.12,
  "homo_lumo_gap_ev": 10.9621,
  "species": ["C", "C", "C", "C", "O", "C", "N", "H", "H", "H", "H", "H", "H", "H"],
  "xyz": [[0.429, 0.265, -1.850], [0.453, 0.849, -0.458], [-0.482, -0.109, 0.922], [-0.137, -0.684, 2.264], [-1.090, 0.358, 2.119], [-1.222, -0.876, -0.043], [-1.386, -1.272, -1.121], [0.921, -0.700, -2.026], [1.165, 1.105, -2.019], [-0.409, 0.425, -2.543], [1.475, 0.834, -0.086], [0.026, 1.859, -0.518], [-0.546, -1.644, 2.614], [0.803, -0.411, 2.745]],
  "nbo_charge": [-0.6298, -0.3347, 0.1062, -0.0929, -0.4605, 0.2312, -0.3340, 0.2306, 0.2337, 0.2408, 0.2084, 0.2200, 0.1930, 0.1880]
}



{
  "formula": "C3H5NO2",
  "method": "ωB97M-V/def2-TZVPD",
  "lumo_ev": 1.0,
  "e_above_lowest_kcal_mol": 98.64,
  "multiplicity": 1,
  "fmax_ha_per_bohr": 0.10576,
  "e_homo_ev": -9.12,
  "smiles": "C=CO/C=N/O",
  "homo_lumo_gap_ev": 10.0941,
  "species": ["C", "C", "O", "C", "N", "O", "H", "H", "H", "H", "H"],
  "xyz": [[2.700, -0.365, -0.204], [1.399, -0.389, 0.289], [0.638, 0.830, 0.137], [-0.678, 0.722, -0.054], [-1.225, -0.375, -0.362], [-2.540, -0.314, 0.040], [3.011, 0.508, -0.809], [3.378, -1.100, 0.126], [0.937, -1.016, 0.967], [-1.324, 1.575, 0.369], [-2.730, -1.283, 0.273]],
  "nbo_charge": [-0.4465, 0.1284, -0.5004, 0.3554, -0.2325, -0.5778, 0.2212, 0.2101, 0.1900, 0.1724, 0.4797]
}



{
  "formula": "C18H32BrCl2N2O4S2",
  "method": "ωB97M-V/def2-TZVPD",
  "lumo_ev": -3.6,
  "multiplicity": 1,
  "fmax_ha_per_bohr": 0.02174,
  "e_homo_ev": -11.60,
  "charge": 1,
  "smiles": "C#CC[N@+]1(S)[C@H]([C@@H](Br)CC)[C@@](C[C@H](O)CN)(OC[C@H](C)O)O[C@@]1(S)[C@@H](Cl)[C@H](C)Cl",
  "homo_lumo_gap_ev": 8.0364,
  "species": ["C", "C", "C", "N", "S", "C", "C", "Br", "C", "C", "C", "C", "C", "O", "C", "N", "O", "C", "C", "C", "O", "O", "C", "S", "C", "Cl", "C", "C", "Cl", "H", "H", "H", "H", "H", "H", "H", "H", "H", "H", "H", "H", "H", "H", "H", "H", "H", "H", "H", "H", "H", "H", "H", "H", "H", "H", "H", "H", "H", "H", "H", "H"],
  "xyz": [[3.379, 2.038, 3.762], [2.841, 1.130, 3.198], [2.143, 0.028, 2.554], [1.141, 0.430, 1.470], [0.179, 1.787, 2.201], [0.139, -0.683, 1.078], [0.673, -2.124, 1.322], [0.060, -2.609, 3.152], [0.252, -3.242, 0.378], [0.708, -4.628, 0.881], [-0.401, -0.125, -0.271], [-0.690, -1.011, -1.468], [-2.043, -1.753, -1.355], [-2.422, -1.962, -0.003], [-1.983, -3.097, -2.120], [-2.776, -4.136, -1.450], [-1.570, 0.575, 0.021], [-1.869, 1.780, -0.660], [-3.380, 2.083, -0.437], [-3.608, 3.581, -0.322], [-3.898, 1.392, 0.688], [0.651, 0.800, -0.718], [1.764, 0.770, 0.106], [2.749, -0.580, -0.681], [2.530, 2.132, 0.030], [4.265, 1.864, 0.417], [2.374, 2.784, -1.356], [3.556, 3.624, -1.832], [0.933, 3.848, -1.257], [3.947, 2.727, 4.344], [1.582, -0.506, 3.320], [2.865, -0.661, 2.131], [0.290, 2.664, 1.190], [-0.702, -0.581, 1.758], [1.752, -2.163, 1.392], [-0.824, -3.270, 0.240], [0.781, -3.082, -0.560], [0.853, -5.268, 0.009], [1.660, -4.587, 1.410], [-0.056, -5.104, 1.490], [0.110, -1.713, -1.685], [-0.715, -0.343, -2.333], [-2.819, -1.158, -1.846], [-2.893, -1.174, 0.296], [-0.962, -3.478, -2.146], [-2.349, -2.920, -3.136], [-3.757, -3.883, -1.421], [-2.716, -4.996, -1.983], [-1.702, 1.684, -1.736], [-1.276, 2.609, -0.277], [-3.923, 1.705, -1.303], [-4.633, 3.752, 0.008], [-2.942, 4.036, 0.416], [-3.494, 4.084, -1.283], [-3.487, 1.760, 1.479], [3.640, -0.938, 0.253], [2.223, 2.822, 0.808], [2.198, 2.011, -2.101], [3.932, 4.288, -1.057], [3.199, 4.249, -2.650], [4.345, 2.992, -2.233]],
  "nbo_charge": [-0.1040, -0.0962, -0.3190, -0.4210, 0.2795, -0.0295, -0.2376, 0.0053, -0.4633, -0.6077, 0.6004, -0.4906, 0.0894, -0.7319, -0.2324, -0.8237, -0.5796, -0.0873, 0.0782, -0.6412, -0.6993, -0.6041, 0.3820, 0.0514, -0.2765, -0.0076, -0.1935, -0.6255, -0.0449, 0.2569, 0.2852, 0.2518, 0.1518, 0.2759, 0.2178, 0.2735, 0.2121, 0.2223, 0.2033, 0.2309, 0.2312, 0.2397, 0.1773, 0.5015, 0.1812, 0.1843, 0.3611, 0.3637, 0.1910, 0.1712, 0.1825, 0.2397, 0.1967, 0.2270, 0.4641, 0.1379, 0.2567, 0.2367, 0.2282, 0.2404, 0.2367]
}